9
Properties=species:S:1:pos:R:3 method="wB97M-V/def2-TZVPD" e_homo_ev=-10.79 multiplicity=1 total_charge=0
C 0.02 1.19 -0.05
C -0.17 -0.16 -0.01
C -1.49 -0.74 0.10
C 1.08 -0.92 0.09
H -0.81 2.00 -0.12
H -1.60 -1.84 0.33
N 2.03 -1.55 -0.12
O -2.50 -0.03 -0.09
F 1.29 1.64 0.06

=====

12
Properties=species:S:1:pos:R:3 method="wB97M-V/def2-TZVPD" e_homo_ev="-13.60 / -13.61" multiplicity=2 total_charge=+1
C 0.27 2.14 6.05
O 0.36 2.74 7.02
O 0.17 1.52 5.07
O 0.71 0.13 0.55
C 1.59 0.02 -0.26
O 2.86 -0.07 0.15
Hg 0.04 0.41 2.87
H 1.43 -0.02 -1.35
O 3.79 0.15 -1.95
C 3.89 -0.07 -0.77
C 5.09 -0.68 -0.31
H 5.85 0.05 0.02

=====

13
Properties=species:S:1:pos:R:3 method="wB97M-V/def2-TZVPD" e_homo_ev="-14.70 / -14.69" multiplicity=2 total_charge=+1
O -1.66 0.44 0.67
C -1.16 1.48 0.97
O -1.54 2.46 1.52
O 0.55 0.42 2.30
Hg -1.98 -1.13 2.62
H 0.64 1.76 3.80
O 2.86 2.11 2.92
O 3.42 0.14 2.69
O 4.77 1.76 1.69
C 1.21 1.09 3.13
C 2.57 0.64 3.61
C 3.77 1.43 2.22
H 2.70 0.39 4.67

=====

9
Properties=species:S:1:pos:R:3 method="wB97M-V/def2-TZVPD" e_homo_ev=-9.97 multiplicity=1 total_charge=0 smiles=C#C[C@H](I)SC#N
C 0.69 -2.20 -1.36
C 0.25 -1.25 -0.83
C 0.21 2.49 0.84
C -0.43 -0.10 0.13
N 0.34 3.19 1.76
S 0.04 1.55 -0.56
I -2.53 -0.38 0.54
H 1.37 -2.95 -1.64
H 0.05 -0.35 1.13